C8H11NOS in the gas phase, computed with ωB97M-V/def2-TZVPD.

Bonds (Å) are listed after each position.
Geometry (Å):
1 S -0.37877 -2.76169 -1.79234  O2 1.523, C4 1.862, C7 1.800
2 O 0.43916 -2.76798 -3.07719  S1 1.523
3 N 1.23327 -3.01193 0.25360  C4 1.234, C8 1.401
4 C 0.72681 -3.70816 -0.63094  S1 1.862, N3 1.234, H12 1.129
5 C -1.79943 0.55793 -1.17649  C11 1.500, H15 1.100, H20 1.155, H21 1.052
6 C 0.53341 1.15580 -0.14888  C10 1.551, C11 1.557, H14 1.062, H19 1.074
7 C -0.01623 -1.35057 -0.73528  S1 1.800, C8 1.339, C11 1.750
8 C 0.81829 -1.67370 0.26120  N3 1.401, C7 1.339, C9 1.469
9 C 1.36203 -0.73089 1.24769  C8 1.469, C10 1.512, H13 1.157, H22 1.083
10 C 0.47131 0.49094 1.25145  C6 1.551, C9 1.512, H16 1.162, H17 1.062
11 C -0.31781 0.32211 -1.15170  C5 1.500, C6 1.557, C7 1.750, H18 1.124
12 H 0.92642 -4.77291 -0.94851  C4 1.129
13 H 2.37411 -0.26542 0.93407  C9 1.157
14 H 0.19936 2.16230 -0.20388  C6 1.062
15 H -2.31595 0.28005 -0.24640  C5 1.100
16 H 0.73694 1.17508 2.15237  C10 1.162
17 H -0.49547 0.09646 1.44416  C10 1.062
18 H 0.07397 0.34113 -2.20520  C11 1.124
19 H 1.56309 1.00336 -0.41214  C6 1.074
20 H -2.31841 1.56027 -1.42340  C5 1.155
21 H -2.28148 -0.04065 -1.89557  C5 1.052
22 H 1.46146 -1.07307 2.27006  C9 1.083

**ΔE to the lowest compared entry with this formula, charge and spin**: 3.0682 eV
**Lowest unoccupied orbital energy**: -0.4 eV
**Gap between HOMO and LUMO**: 0.3169 Ha
**Total charge**: 0



C8H11NS in the gas phase, computed with ωB97M-V/def2-TZVPD.

Bonds (Å) are listed after each position.
Geometry (Å):
1 S 2.32346 -1.21155 -0.36147  C3 1.776, C10 1.734
2 N -1.64444 -0.26255 -0.85220  C8 1.373, C9 1.507, H20 0.985
3 C 3.07435 0.34396 0.05359  S1 1.776, C7 1.344, H16 1.109
4 C -0.48881 1.69389 -0.17150  C6 1.537, C8 1.521, H18 1.115, H21 1.147
5 C -0.75265 -1.95322 0.65593  C9 1.494, H14 1.086, H17 1.134, H19 1.115
6 C 0.83473 0.91396 -0.21810  C4 1.537, C7 1.429, C10 1.375
7 C 2.17431 1.34138 0.03771  C3 1.344, C6 1.429, H13 1.093
8 C -1.62571 0.72157 0.10479  N2 1.373, C4 1.521, H12 1.102, H15 1.116
9 C -0.47802 -1.18003 -0.59228  N2 1.507, C5 1.494, C10 1.463, H11 1.086
10 C 0.77549 -0.43658 -0.46797  S1 1.734, C6 1.375, C9 1.463
11 H -0.39926 -1.90553 -1.39669  C9 1.086
12 H -2.55251 1.29861 -0.04172  C8 1.102
13 H 2.41102 2.35171 0.38206  C7 1.093
14 H -0.07184 -2.75570 0.92355  C5 1.086
15 H -1.52100 0.42363 1.17488  C8 1.116
16 H 4.18206 0.38210 0.07682  C3 1.109
17 H -1.79845 -2.37025 0.52146  C5 1.134
18 H -0.50857 2.49189 0.60628  C4 1.115
19 H -0.84009 -1.26865 1.53111  C5 1.115
20 H -2.45679 -0.81379 -0.77347  N2 0.985
21 H -0.63729 2.19514 -1.19278  C4 1.147

**ΔE to the lowest compared entry with this formula, charge and spin**: 0.0000 eV
**Lowest unoccupied orbital energy**: 0.9 eV
**SMILES**: C[C@H]1NCCc2ccsc21
**Gap between HOMO and LUMO**: 0.3433 Ha
**Total charge**: 0



An isolated ion of composition C8H11O3 and charge -1, computed with ωB97M-V/def2-TZVPD.

Bonds (Å) are listed after each position.
Geometry (Å):
1 O -1.68677 0.34137 -0.90065  C5 1.293
2 O -2.19604 1.10196 1.39474  C4 1.356, H19 1.063
3 O -1.19122 -3.32215 1.06174  C9 1.161
4 C -1.01483 0.44776 1.27433  O2 1.356, C5 1.500, C6 1.538, H21 1.061
5 C -0.83275 -0.17508 -0.07800  O1 1.293, C4 1.500, C6 1.586, C8 1.508
6 C 0.27075 0.80234 0.50830  C4 1.538, C5 1.586, C7 1.520, C10 1.501
7 C 1.67074 0.40266 0.94558  C6 1.520, H17 1.124, H18 1.095, H20 1.055
8 C -0.24456 -1.54967 -0.27353  C5 1.508, C9 1.266, C11 1.519
9 C -0.85490 -2.45673 0.36546  O3 1.161, C8 1.266
10 C 0.30070 2.03337 -0.35054  C6 1.501, H12 1.060, H14 1.125, H16 1.164
11 C 0.43372 -1.64812 -1.62876  C8 1.519, H13 1.072, H15 1.116, H22 1.078
12 H 0.87801 2.84707 0.00652  C10 1.060
13 H -0.17200 -2.12850 -2.37162  C11 1.072
14 H -0.70993 2.44030 -0.63165  C10 1.125
15 H 1.44405 -2.12192 -1.63130  C11 1.116
16 H 0.68667 1.73486 -1.40783  C10 1.164
17 H 2.31745 0.51117 0.03290  C7 1.124
18 H 1.98220 0.90053 1.87001  C7 1.095
19 H -2.35293 1.17835 0.34631  O2 1.063
20 H 1.71872 -0.63657 1.12037  C7 1.055
21 H -0.98489 -0.10943 2.17676  C4 1.061
22 H 0.53783 -0.59356 -1.82912  C11 1.078

**ΔE to the lowest compared entry with this formula, charge and spin**: 2.7840 eV
**Lowest unoccupied orbital energy**: 3.6 eV
**SMILES**: CC(=C=O)[C@@]1([O-])[C@H](O)C1(C)C
**Gap between HOMO and LUMO**: 0.2474 Ha
**Total charge**: -1



A 2-piece molecular cluster, C8H11O3P overall, computed with ωB97M-V/def2-TZVPD.

Bonds (Å) are listed after each position.
Geometry (Å):
1 P 3.22809 0.56613 -0.31573  O3 1.575, O4 1.447, C7 1.755, H22 1.459
2 O 3.57390 -2.00061 -0.22021  C7 1.182
3 O 2.15689 1.45541 0.42110  P1 1.575, C11 1.444
4 O 3.22718 0.91805 -1.71938  P1 1.447
5 C -0.75131 0.46980 -1.43495  C8 1.382, C9 1.404, H17 1.107
6 C -3.01854 0.04759 -0.35195  C9 1.493, C12 1.467, H18 1.119, H19 1.075
7 C 2.78693 -1.12313 -0.13272  P1 1.755, O2 1.182
8 C -0.36087 -0.52351 -0.55700  C5 1.382, C10 1.329
9 C -2.14125 0.66584 -1.38954  C5 1.404, C6 1.493, H20 1.110
10 C -1.04407 -1.42322 0.14236  C8 1.329, C12 1.540, H16 1.082
11 C 1.78301 1.13232 1.77823  O3 1.444, H15 1.060, H21 1.047, H23 1.048
12 C -2.57595 -1.26453 0.13221  C6 1.467, C10 1.540, H13 1.233, H14 1.150
13 H -3.01902 -2.14815 -0.60490  C12 1.233
14 H -2.85986 -1.48525 1.22498  C12 1.150
15 H 0.89707 1.62909 2.08077  C11 1.060
16 H -0.50643 -2.21844 0.64118  C10 1.082
17 H -0.05857 0.93974 -2.15872  C5 1.107
18 H -4.09286 -0.03874 -0.65166  C6 1.119
19 H -3.01544 0.72138 0.48607  C6 1.075
20 H -2.73068 1.42087 -1.95109  C9 1.110
21 H 1.46589 0.13500 1.78196  C11 1.047
22 H 4.40189 0.99479 0.43752  P1 1.459
23 H 2.65399 1.12959 2.36146  C11 1.048

**ΔE to the lowest compared entry with this formula, charge and spin**: 5.5282 eV
**Lowest unoccupied orbital energy (alpha / beta)**: -0.8 / -0.3 eV
**Gap between HOMO and LUMO (alpha / beta)**: 0.2740 / 0.2868 Ha
**Total charge**: 0



An isolated ion of composition C8H11O3S2 and charge -1, computed with ωB97M-V/def2-TZVPD.

Bonds (Å) are listed after each position.
Geometry (Å):
1 S -0.66833 -1.92000 0.26078  C7 1.863, C13 1.730
2 S 3.42235 -0.35935 0.19106  O5 1.507, C9 1.726, C10 1.876
3 O 0.57584 1.52986 1.35847  C6 1.231
4 O 2.57988 2.17692 0.16325  C6 1.357, C9 1.558
5 O 4.61490 -0.51116 -0.71762  S2 1.507
6 C 1.53849 1.42312 0.59883  O3 1.231, O4 1.357, C9 1.406
7 C 1.10497 -1.74923 0.80429  S1 1.863, C10 1.504, H20 1.131, H21 1.078
8 C -1.95684 1.90295 -0.81689  C11 1.483, H15 1.015, H16 1.062, H19 1.130
9 C 2.26050 0.76504 -0.41248  S2 1.726, O4 1.558, C6 1.406
10 C 2.24313 -1.77036 -0.17925  S2 1.876, C7 1.504, H17 1.161, H22 1.085
11 C -2.01729 0.48903 -0.37243  C8 1.483, C12 1.487, C13 1.310
12 C -3.27007 0.00942 0.26851  C11 1.487, H14 1.186, H18 1.075, H23 1.122
13 C -0.97608 -0.29587 -0.25083  S1 1.730, C11 1.310, H24 1.089
14 H -3.87514 -0.58970 -0.55703  C12 1.186
15 H -1.89264 2.54345 -0.03211  C8 1.015
16 H -2.75934 2.16759 -1.46083  C8 1.062
17 H 2.72400 -2.82275 -0.08659  C10 1.161
18 H -3.02703 -0.68575 1.05139  C12 1.075
19 H -0.98434 1.93845 -1.39068  C8 1.130
20 H 1.20641 -0.87222 1.51189  C7 1.131
21 H 1.21643 -2.54296 1.52495  C7 1.078
22 H 2.00530 -1.73532 -1.23760  C10 1.085
23 H -3.92695 0.84584 0.62695  C12 1.122
24 H -0.13816 0.06299 -0.84602  C13 1.089

**Lowest unoccupied orbital energy**: 2.9 eV
**Gap between HOMO and LUMO**: 0.2483 Ha
**Total charge**: -1



C8H12 in the gas phase, computed with ωB97M-V/def2-TZVPD.

Bonds (Å) are listed after each position.
Geometry (Å):
1 C 2.00392 0.93942 0.14952  C3 1.346, C4 1.435, H13 1.044
2 C -1.60064 2.04060 -0.30209  C7 1.448, H10 1.090, H11 1.174, H15 1.123
3 C 3.04667 0.08901 0.18073  C1 1.346, H9 1.097, H19 1.091
4 C 0.65587 0.44836 0.12808  C1 1.435, C5 1.481, C7 1.432
5 C -0.45416 -0.53184 0.10033  C4 1.481, C6 1.573, C7 1.531, C8 1.486
6 C -0.48160 -1.38302 -1.22225  C5 1.573, H12 1.047, H14 1.074, H18 1.081
7 C -0.66866 0.98214 0.02413  C2 1.448, C4 1.432, C5 1.531
8 C -0.98863 -1.37437 1.20110  C5 1.486, H16 1.059, H17 1.217, H20 1.145
9 H 2.75291 -0.95835 0.32345  C3 1.097
10 H -1.25569 2.66481 -1.12685  C2 1.090
11 H -1.79926 2.76623 0.59921  C2 1.174
12 H 0.55671 -1.51324 -1.24604  C6 1.047
13 H 1.97819 1.97791 0.25267  C1 1.044
14 H -0.94430 -2.35226 -1.23804  C6 1.074
15 H -2.61854 1.59322 -0.45662  C2 1.123
16 H -0.95008 -0.81497 2.09982  C8 1.059
17 H -2.15035 -1.69054 1.02163  C8 1.217
18 H -0.82387 -0.83098 -2.08592  C6 1.081
19 H 4.11944 0.27861 0.24278  C3 1.091
20 H -0.37794 -2.33074 1.35436  C8 1.145

**ΔE to the lowest compared entry with this formula, charge and spin**: 3.3039 eV
**Lowest unoccupied orbital energy**: 0.7 eV
**SMILES**: C=CC1=C(C)C1(C)C
**Gap between HOMO and LUMO**: 0.3140 Ha
**Total charge**: 0



C8H12 in the gas phase, computed with ωB97M-V/def2-TZVPD.

Bonds (Å) are listed after each position.
Geometry (Å):
1 C 2.86869 0.27165 -0.91708  C3 1.270
2 C 0.58489 -1.17835 -0.46136  C3 1.554, C5 1.579, C6 1.517, H10 1.139
3 C 1.69041 -0.09869 -0.62178  C1 1.270, C2 1.554, C8 1.648
4 C 0.84698 2.11408 0.62777  C8 1.467, H14 1.138, H16 1.124, H17 1.126
5 C -0.42293 -0.10892 0.11716  C2 1.579, C7 1.449, C8 1.545, H19 1.068
6 C 1.02160 -2.32814 0.42714  C2 1.517, H12 1.119, H13 1.150, H15 1.107
7 C -1.75093 -0.04956 -0.45873  C5 1.449, H9 1.086, H18 1.187, H20 1.112
8 C 0.53083 1.02934 -0.30775  C3 1.648, C4 1.467, C5 1.545, H11 1.034
9 H -2.34270 0.79744 -0.12527  C7 1.086
10 H 0.31513 -1.36032 -1.55261  C2 1.139
11 H 0.43443 1.52592 -1.20900  C8 1.034
12 H 1.66616 -1.99549 1.27940  C6 1.119
13 H 0.18556 -2.90285 0.96864  C6 1.150
14 H -0.14177 2.57261 0.95414  C4 1.138
15 H 1.68856 -2.99113 -0.15756  C6 1.107
16 H 1.39581 2.97642 0.15921  C4 1.124
17 H 1.42206 1.73425 1.51884  C4 1.126
18 H -2.35641 -1.05406 -0.27658  C7 1.187
19 H -0.47329 -0.04026 1.18126  C5 1.068
20 H -1.66752 0.08466 -1.55900  C7 1.112

**ΔE to the lowest compared entry with this formula, charge and spin**: 4.1679 eV
**Lowest unoccupied orbital energy**: 0.0 eV
**Gap between HOMO and LUMO**: 0.3534 Ha
**Total charge**: 0



C8H12 in the gas phase, computed with ωB97M-V/def2-TZVPD.

Bonds (Å) are listed after each position.
Geometry (Å):
1 C 0.50046 -1.69682 0.87421  C7 1.531, H11 1.089, H15 1.092, H16 1.096
2 C 2.62868 1.02402 -0.11598  C3 1.380, H12 1.091, H19 1.087
3 C 1.35332 0.51054 0.00590  C2 1.380, C7 1.532, C8 1.433
4 C -2.47571 0.99161 0.33885  C5 1.542, C6 1.410, H20 1.102
5 C -1.09872 0.96605 -0.35483  C4 1.542, C6 1.814, C8 1.464, H18 1.102
6 C -2.55887 -0.09130 -0.56013  C4 1.410, C5 1.814, H9 1.140, H14 1.171
7 C 1.12527 -0.96926 -0.31915  C1 1.531, C3 1.532, H10 1.097, H13 1.112
8 C 0.16776 1.25050 0.32175  C3 1.433, C5 1.464, H17 1.084
9 H -2.64257 -0.20621 -1.69111  C6 1.140
10 H 2.03506 -1.47253 -0.66839  C7 1.097
11 H 0.51777 -1.02040 1.72737  C1 1.089
12 H 3.45778 0.38115 -0.41612  C2 1.091
13 H 0.43139 -1.03867 -1.18524  C7 1.112
14 H -2.99820 -1.10835 -0.18075  C6 1.171
15 H -0.56197 -1.83463 0.66120  C1 1.092
16 H 1.15960 -2.52607 1.15371  C1 1.096
17 H 0.09933 1.72390 1.29409  C8 1.084
18 H -0.96146 1.21331 -1.41982  C5 1.102
19 H 2.91282 2.00036 0.26958  C2 1.087
20 H -3.09172 1.90281 0.26486  C4 1.102

**ΔE to the lowest compared entry with this formula, charge and spin**: 7.3094 eV
**Lowest unoccupied orbital energy**: -1.6 eV
**Gap between HOMO and LUMO**: 0.1980 Ha
**Total charge**: 0